# 1
A 7-piece molecular cluster, H14O7 overall, computed with the ωB97M-V functional and the def2-TZVPD basis.

Atoms and positions in Å:
H1 -2.4249 0.8811 -0.8877
H2 -0.5948 -1.4407 -4.2034
H3 2.1854 -0.3191 2.2107
H4 -2.3826 2.1011 0.0353
O1 0.4269 -0.1605 -0.3468
H5 0.4731 0.7094 3.2175
O2 1.8872 -0.7311 3.0349
O3 2.9770 -0.9787 0.4546
H6 2.0913 -0.8223 0.0853
H7 3.4621 -0.1680 0.2756
O4 -2.3132 1.1428 0.0402
O5 -0.3802 -0.9622 -3.3972
H8 0.5688 -1.0789 -3.2891
O6 -0.2069 1.1348 3.7581
H9 -0.0880 -0.3190 -1.1426
H10 -3.4309 -0.3587 -2.7463
H11 -1.9822 0.1127 -2.8948
H12 -0.0713 0.5183 0.1268
O7 -2.8661 0.4115 -2.6378
H13 0.0511 0.9344 4.6602
H14 2.6181 -0.6071 3.6466

Output
Energy in Ha: -535.0757
LUMO in Eh: 0.0014
Structure (SMILES): O.O.O.O.O.O.O
Charge: 0
Relative energy (zero: lowest compared OMol25 entry of this formula, charge and spin) in eV: 1.310
Orbital gap in Ha: 0.3899
E_HOMO in eV: -10.57

# 2
A 2-piece molecular cluster, C22H26NO4 overall in a non-equilibrium geometry, computed with the ωB97M-V functional and the def2-TZVPD basis.

Atoms and positions in Å:
C1 1.7351 0.5631 3.3571
H1 2.7285 2.6060 -2.5469
H2 1.2531 4.4025 -3.4483
H3 -1.4953 3.7902 -0.1671
C2 1.5011 2.2230 -0.7885
C3 2.4755 0.7308 1.0302
H4 6.2463 3.0226 2.6092
C4 4.4619 8.2604 -0.5775
N1 4.7734 4.0765 1.5439
C5 3.3250 -1.0819 2.4223
C6 5.6625 2.9668 1.6763
C7 3.3083 -0.4184 1.2181
C8 1.0013 3.8598 -2.5371
H5 5.1153 -2.1403 2.9832
C9 2.5125 -0.6048 3.4818
H6 3.8664 -3.1718 2.2583
H7 6.8639 5.1060 -0.2932
H8 6.5614 2.1636 -0.1552
O1 4.5882 6.8420 -0.6898
H9 -2.2901 6.6934 -2.1251
C10 -0.5744 3.5203 -0.6867
C11 -0.1819 4.2348 -1.8470
H10 3.9434 4.4387 -0.3559
C12 4.6549 6.2200 0.5019
H11 3.5799 8.5304 0.0118
C13 4.7893 4.7141 0.3004
C14 6.1334 4.2878 -0.3632
H12 5.1443 1.9908 1.6629
H13 3.2062 0.9598 -0.9601
H14 -1.5992 6.1923 -0.5436
C15 1.8116 2.8819 -2.0223
C16 6.6056 3.0739 0.4471
C17 3.4355 -2.5270 4.2986
H15 1.2166 2.1838 2.0776
C18 0.2353 2.5110 -0.1988
H16 5.9522 4.0715 -1.4184
C19 1.7612 1.2421 2.1641
O2 4.6201 6.7852 1.5721
H17 4.0466 4.2711 2.2182
C20 4.0353 -2.3087 2.9077
H18 -0.1143 1.9332 0.6517
H19 7.6369 3.2136 0.7792
C21 2.4460 1.3112 -0.2614
H20 1.1468 0.8820 4.2116
H21 3.8922 -0.7946 0.3762
H22 2.8268 -3.4387 4.3402
H23 -2.7545 5.1145 -1.4057
H24 4.1941 -2.5556 5.0888
H25 5.3587 8.6856 -0.1159
O3 -0.8585 5.3140 -2.3171
O4 2.5385 -1.3843 4.5943
C22 -1.9458 5.8488 -1.5293
H26 4.3577 8.6130 -1.6018

Output
Energy in Ha: -1209.3652
LUMO in Eh: -0.1894
Charge: +1
Relative energy (zero: lowest compared OMol25 entry of this formula, charge and spin) in eV: 0.894
Orbital gap in Ha: 0.1990
E_HOMO in eV: -10.57

# 3
The molecule C5H6N2 in a non-equilibrium geometry, computed with the ωB97M-V functional and the def2-TZVPD basis.

Atoms and positions in Å:
H1 -1.3560 -0.2476 -1.4608
C1 -1.5878 1.5586 -0.4113
C2 0.8347 -1.0571 0.4034
C3 0.4843 0.0196 1.3638
H2 0.8745 -2.0964 0.7337
N1 -2.1273 2.5596 -0.2054
H3 0.2921 -0.2245 2.4059
C4 1.5353 -0.6764 -0.8499
C5 -0.8091 0.3633 -0.7368
H4 0.8956 1.0100 1.1745
H5 0.1107 0.7293 -1.2193
H6 1.2822 -1.4777 -1.5781
N2 -0.5290 -0.4777 0.4426

Output
Energy in Ha: -303.4130
LUMO (spin up / spin down) in Eh: -0.0460 / -0.0436
Charge: 0
Relative energy (zero: lowest compared OMol25 entry of this formula, charge and spin) in eV: 6.070
Orbital gap (spin up / spin down) in Ha: 0.2901 / 0.2900
E_HOMO (spin up / spin down) in eV: -9.15 / -9.08

# 4
A 2-piece molecular cluster, CH4INO overall in a non-equilibrium geometry, computed with the ωB97M-V functional and the def2-TZVPD basis.

Atoms and positions in Å:
H1 -0.0877 0.7256 1.5780
N1 0.3507 -0.4537 -1.1667
O1 -0.0570 -0.7716 0.1303
H2 1.0258 -1.6304 -1.4521
H3 -1.6853 0.0338 1.3642
C1 -0.7260 0.2311 0.7625
I1 2.1580 0.7939 -1.2905
H4 -0.9785 1.0714 0.0742

Output
Energy in Ha: -468.0259
LUMO in Eh: -0.0237
Charge: 0
Relative energy (zero: lowest compared OMol25 entry of this formula, charge and spin) in eV: 2.467
Orbital gap in Ha: 0.3147
E_HOMO in eV: -9.21

Repeat the first record exactly.
A 7-piece molecular cluster, H14O7 overall, computed with the ωB97M-V functional and the def2-TZVPD basis.

Atoms and positions in Å:
H1 -2.4249 0.8811 -0.8877
H2 -0.5948 -1.4407 -4.2034
H3 2.1854 -0.3191 2.2107
H4 -2.3826 2.1011 0.0353
O1 0.4269 -0.1605 -0.3468
H5 0.4731 0.7094 3.2175
O2 1.8872 -0.7311 3.0349
O3 2.9770 -0.9787 0.4546
H6 2.0913 -0.8223 0.0853
H7 3.4621 -0.1680 0.2756
O4 -2.3132 1.1428 0.0402
O5 -0.3802 -0.9622 -3.3972
H8 0.5688 -1.0789 -3.2891
O6 -0.2069 1.1348 3.7581
H9 -0.0880 -0.3190 -1.1426
H10 -3.4309 -0.3587 -2.7463
H11 -1.9822 0.1127 -2.8948
H12 -0.0713 0.5183 0.1268
O7 -2.8661 0.4115 -2.6378
H13 0.0511 0.9344 4.6602
H14 2.6181 -0.6071 3.6466

Output
Energy in Ha: -535.0757
LUMO in Eh: 0.0014
Structure (SMILES): O.O.O.O.O.O.O
Charge: 0
Relative energy (zero: lowest compared OMol25 entry of this formula, charge and spin) in eV: 1.310
Orbital gap in Ha: 0.3899
E_HOMO in eV: -10.57